# C7H16F4O4Si2

C7H16F4O4Si2 as an isolated structure in a non-equilibrium geometry (ωB97M-V/def2-TZVPD, the OMol25 dataset).

```
! wB97M-V def2-TZVPD RIJCOSX def2/J DEFGRID3
* xyz 0 1
C 4.02 2.55 -0.89
C 3.02 3.19 -2.04
C 1.78 4.09 -1.37
O 0.57 3.69 -2.09
Si -0.79 3.40 -1.02
O -1.27 1.74 -0.80
Si -0.46 0.62 -1.87
F -1.69 -0.36 -2.76
H 3.82 1.37 -0.92
H 5.16 2.78 -1.11
H 3.70 2.90 0.19
H 3.72 3.86 -2.73
H 2.59 2.29 -2.70
H 2.01 5.21 -1.71
H 1.73 3.98 -0.20
H -0.62 3.98 0.33
H -1.96 4.11 -1.60
H 0.26 -0.34 -1.02
H 0.47 1.19 -2.83
C -2.41 -2.09 0.58
C -2.49 -2.31 2.08
O -2.43 -3.71 2.39
C -1.17 -4.26 2.44
O -0.14 -3.63 2.23
C -1.25 -5.73 2.83
F -2.23 -6.41 2.16
F -1.51 -5.90 4.16
F -0.09 -6.41 2.59
H -3.17 -2.67 0.06
H -2.53 -1.03 0.34
H -1.44 -2.42 0.19
H -3.46 -1.94 2.45
H -1.72 -1.75 2.62
*
```

Calculated values
E_tot: -1555.810500 Eh

---

# C7H16N

A 2-piece molecular cluster, C7H16N overall in a non-equilibrium geometry (ωB97M-V/def2-TZVPD, the OMol25 dataset).

```
! wB97M-V def2-TZVPD RIJCOSX def2/J DEFGRID3
* xyz 0 2
C -1.90 2.49 1.33
C -0.39 2.64 1.25
C 0.42 1.42 1.73
C 0.22 0.13 0.97
C -0.78 -0.76 1.37
C 1.21 -0.34 0.13
C 2.30 0.50 -0.43
N -0.55 -5.25 -4.11
H -2.38 3.27 0.74
H -2.17 1.54 0.86
H -2.28 2.42 2.35
H -0.04 3.52 1.78
H 1.46 1.73 1.64
H 0.26 1.22 2.79
H -0.78 -1.75 0.92
H -1.73 -0.54 1.84
H 1.14 -1.35 -0.26
H -0.83 -4.40 -4.59
H 1.93 1.48 -0.76
H 3.14 0.74 0.24
H 2.77 0.00 -1.28
H -0.12 2.80 0.20
H 0.36 -5.55 -4.42
H -1.26 -5.94 -4.28
*
```

Calculated values
energy relative to the best compared isomer or geometry (same formula, charge and spin): 0.0000 eV
expectation value of S²: 0.786

---

# C7H16N

A 2-piece molecular cluster, C7H16N overall in a non-equilibrium geometry (ωB97M-V/def2-TZVPD, the OMol25 dataset).

```
! wB97M-V def2-TZVPD RIJCOSX def2/J DEFGRID3
* xyz 1 1
C 0.74 1.32 0.89
C 0.17 0.79 -0.36
C 1.45 0.26 0.13
C 2.82 0.35 -0.48
C -2.57 0.36 0.57
C -1.84 -0.82 -1.54
C -1.60 -0.55 -0.02
N 1.41 -1.10 0.87
H 1.07 2.41 0.93
H 0.34 1.25 1.85
H 0.13 1.28 -1.37
H 3.41 0.34 0.39
H 2.78 1.23 -0.99
H 2.87 -0.63 -1.08
H -3.46 -0.09 0.51
H -2.72 1.41 0.07
H -2.17 0.59 1.53
H -1.30 -1.59 -1.90
H -1.65 -0.01 -2.30
H -2.97 -1.14 -1.72
H -1.26 -1.40 0.42
H 1.49 -1.94 0.35
H 0.68 -1.16 1.69
H 2.20 -1.16 1.55
*
```

Calculated values
energy relative to the best compared isomer or geometry (same formula, charge and spin): 5.3298 eV

---

# C7H16N2

C7H16N2 as an isolated structure in a non-equilibrium geometry (ωB97M-V/def2-TZVPD, the OMol25 dataset).

```
! wB97M-V def2-TZVPD RIJCOSX def2/J DEFGRID3
* xyz 0 1
C 0.48 0.53 0.07
C 0.27 -0.87 0.36
C 1.11 0.95 -1.24
C -0.12 -1.88 -0.69
C 2.12 -1.22 0.65
C -1.67 0.62 0.08
N 0.75 1.40 1.12
N -2.28 1.15 -1.04
C -2.40 0.39 1.19
H -0.12 -1.09 1.35
H 0.23 1.22 1.97
H 1.48 2.08 0.99
H -1.69 1.72 -1.63
H -3.22 1.53 -0.94
H 2.20 1.00 -1.24
H 0.87 0.36 -2.12
H 0.78 1.97 -1.50
H -0.21 -2.87 -0.24
H -1.08 -1.65 -1.16
H 2.62 -0.52 1.32
H 2.65 -1.31 -0.30
H 2.05 -2.20 1.13
H 0.59 -1.96 -1.52
H -3.42 0.74 1.32
H -1.97 -0.10 2.06
*
```

Calculated values
energy relative to the best compared isomer or geometry (same formula, charge and spin): 4.4785 eV

---

# C7H16N2O

C7H16N2O as an isolated structure in a non-equilibrium geometry (ωB97M-V/def2-TZVPD, the OMol25 dataset).

```
! wB97M-V def2-TZVPD RIJCOSX def2/J DEFGRID3
* xyz 0 1
C 1.74 -0.02 0.11
C -0.74 1.33 -1.88
C 2.01 -1.48 0.02
C -0.68 -0.07 -1.35
N -0.66 -1.14 -2.00
H -0.78 -1.02 -3.01
H 1.70 0.51 -0.83
H 2.31 0.51 0.87
H -1.10 2.01 -1.10
H -1.42 1.43 -2.74
H 0.24 1.71 -2.19
H 3.04 -1.61 -0.34
H 1.95 -1.97 0.99
H 1.35 -1.95 -0.71
C 0.17 1.82 1.59
C -1.55 -1.63 0.70
N 0.12 0.39 1.31
C -1.29 -0.15 0.48
O -2.22 0.65 0.55
H 0.07 -0.12 2.20
H -0.73 2.43 1.56
H 0.81 2.36 0.89
H 0.55 1.99 2.60
H -0.66 -2.23 0.59
H -2.30 -1.97 -0.01
H -1.94 -1.75 1.72
*
```

Calculated values
energy relative to the best compared isomer or geometry (same formula, charge and spin): 5.7305 eV

---

# C7H16N2O2

A 2-piece molecular cluster, C7H16N2O2 overall in a non-equilibrium geometry (ωB97M-V/def2-TZVPD, the OMol25 dataset).

```
! wB97M-V def2-TZVPD RIJCOSX def2/J DEFGRID3
* xyz 0 1
C 0.22 -1.33 2.12
C 1.57 -1.41 1.37
N 1.75 -0.68 0.11
C 1.18 -1.42 -1.08
C 1.57 0.70 -0.09
C 2.06 1.64 0.93
O 1.07 1.16 -1.11
H -0.29 -2.28 1.80
H -0.31 -0.65 1.45
H 0.27 -1.02 3.15
H 2.40 -1.04 1.99
H 1.68 -2.43 0.99
H 2.08 -1.41 -1.84
H 1.34 -2.55 -1.03
H 0.22 -1.06 -1.45
H 1.48 1.57 1.87
H 3.10 1.45 1.38
H 2.06 2.69 0.73
C -2.98 -0.07 -1.73
C -2.75 0.99 -0.67
N -2.33 2.25 -1.07
O -2.71 0.66 0.50
H -3.11 -1.05 -1.28
H -1.98 -0.38 -2.08
H -3.52 0.39 -2.56
H -1.96 2.84 -0.36
H -2.11 2.45 -2.05
*
```

Calculated values
SMILES: CCN(C)C(C)=O.CC(N)=O
energy relative to the best compared isomer or geometry (same formula, charge and spin): 1.5270 eV